[1]
The molecule C3H6N2, computed with the ωB97M-V functional and the def2-TZVPD basis.

Each line ends with the Löwdin charge.
Positions of all 11 atoms, in Å:
1 C -1.717 0.133 -0.110  -0.078
2 C 1.072 0.234 -0.664  -0.169
3 C 0.890 -0.303 0.712  -0.188
4 H -2.823 0.217 0.044  0.082
5 H -1.353 1.067 0.061  0.015
6 H 2.073 0.143 -1.104  0.093
7 H 0.614 1.259 -0.693  0.098
8 H 1.907 -0.702 1.132  0.125
9 H 0.078 0.135 1.309  0.084
10 N -1.115 -1.017 -0.209  -0.035
11 N 0.376 -1.165 -0.477  -0.026

As for the orbital gap: 0.3892 Ha. The value obtained for the energy above the lowest of the compared OMol25 structures with the same formula, charge and spin is 106.57 kcal per mole. Its SMILES is C=NN1CC1. The net charge is 0. The calculation puts the calculated total energy at -6183.924 eV. As for the multiplicity: 1.


[2]
The molecule CH4N2, computed with the ωB97M-V functional and the def2-TZVPD basis.

Each line ends with the Löwdin charge.
Positions of all 7 atoms, in Å:
1 N -1.042 0.485 -0.102  0.052
2 C 0.174 -0.089 -0.377  -0.398
3 N 1.011 -0.360 0.546  0.051
4 H -1.900 0.219 -0.550  0.079
5 H -1.181 0.692 0.877  0.085
6 H 0.458 -0.101 -1.426  0.107
7 H 1.869 -0.703 0.131  0.025

As for the orbital gap: 0.3906 Ha. The value obtained for the energy above the lowest of the compared OMol25 structures with the same formula, charge and spin is 25.31 kcal per mole. Its SMILES is [H]/N=C/N. The net charge is 0. The calculation puts the calculated total energy at -4081.785 eV. As for the multiplicity: 1.


[3]
A cluster of 10 separate species, C5H29NO11 in total, computed with the ωB97M-V functional and the def2-TZVPD basis.

Each line ends with the Löwdin charge.
Positions of all 46 atoms, in Å:
1 C 1.801 -1.646 -0.432  -0.087
2 C 0.654 -0.760 -0.194  -0.386
3 C -0.491 -1.769 0.116  -0.174
4 C -1.593 -1.690 -0.844  -0.316
5 O -1.213 -2.196 -2.096  -0.180
6 N 0.954 0.119 0.942  -0.018
7 C -0.266 1.117 1.262  -0.357
8 O -0.930 0.499 2.222  -0.330
9 H 2.021 -2.450 0.180  0.048
10 H 1.591 -2.081 -1.373  0.073
11 H 2.811 -1.073 -0.459  0.103
12 H 0.280 -0.113 -1.082  0.147
13 H -0.670 -1.424 1.054  0.034
14 H -0.125 -2.771 0.195  0.097
15 H -2.052 -0.701 -0.841  0.112
16 H -2.524 -2.326 -0.800  0.121
17 H 1.115 -0.271 1.889  0.107
18 H 0.351 2.039 1.584  0.118
19 H -0.908 1.259 0.444  0.079
20 H -3.865 -0.359 2.382  0.031
21 H -2.394 -0.185 2.765  -0.032
22 O -3.119 -0.830 2.821  -0.104
23 H -2.753 2.026 0.944  -0.047
24 H -2.628 1.407 2.174  -0.038
25 O -3.266 1.750 1.607  0.003
26 H -0.723 -1.956 2.597  -0.013
27 H -0.262 -3.254 1.968  0.023
28 O -0.386 -2.817 2.834  -0.073
29 H -0.143 -0.693 -4.029  -0.022
30 H -0.617 -1.410 -2.647  0.073
31 O 0.364 -0.509 -3.285  -0.293
32 H 1.448 1.022 3.591  -0.003
33 H -0.110 0.991 3.574  0.065
34 O 0.741 0.820 4.239  -0.192
35 H 2.358 1.541 0.474  -0.011
36 H 3.033 2.801 -0.267  -0.001
37 O 3.079 2.206 0.477  -0.098
38 H 1.689 2.663 -2.180  0.011
39 H 0.131 2.689 -1.958  0.033
40 O 0.908 3.252 -2.255  -0.125
41 H 1.749 -0.048 -3.055  -0.018
42 H 2.798 0.312 -1.857  -0.067
43 O 2.651 0.360 -2.764  -0.120
44 H -0.243 1.942 -3.737  -0.058
45 H -0.334 0.818 -2.989  0.024
46 O -0.909 1.697 -3.192  -0.138

As for the orbital gap: 0.2850 Ha. The value obtained for the energy above the lowest of the compared OMol25 structures with the same formula, charge and spin is 38.22 kcal per mole. The net charge is -2. The calculation puts the calculated total energy at -29666.315 eV. As for the multiplicity: 1.


[4]
A cluster of 3 separate species, C2H9O3 in total, computed with the ωB97M-V functional and the def2-TZVPD basis.

Each line ends with the Löwdin charge.
Positions of all 14 atoms, in Å:
1 C 1.214 -0.693 -0.353  -0.372
2 O 0.862 -1.423 0.815  -0.225
3 C 0.134 -0.614 -1.449  -0.112
4 H 1.590 0.305 -0.049  0.099
5 H 2.094 -1.282 -0.692  0.090
6 H 0.294 0.340 -1.980  0.063
7 H -0.052 -1.446 -2.147  0.057
8 H -0.884 -0.406 -1.194  0.034
9 H -1.120 1.093 0.504  -0.022
10 H -2.058 2.333 0.599  -0.002
11 O -1.826 1.609 0.016  -0.149
12 H -0.452 0.191 2.680  -0.061
13 H 0.389 -0.629 1.394  0.006
14 O -0.184 0.623 1.856  -0.405

As for the orbital gap: 0.3145 Ha. The value obtained for the energy above the lowest of the compared OMol25 structures with the same formula, charge and spin is 15.74 kcal per mole. The net charge is -1. The calculation puts the calculated total energy at -8362.643 eV. As for the multiplicity: 1.


[5]
A cluster of 6 separate species, C22H36F12O14S2 in total, computed with the ωB97M-V functional and the def2-TZVPD basis.

Each line ends with the Löwdin charge.
Positions of all 86 atoms, in Å:
1 O -2.145 1.726 -0.838  -0.322
2 S -1.090 1.408 -1.842  0.671
3 O -0.207 2.460 -2.316  -0.320
4 O -0.177 0.163 -1.300  -0.279
5 C -0.602 -0.495 -0.080  -0.238
6 C 0.675 -0.763 0.740  -0.025
7 C -1.812 0.620 -3.461  -0.046
8 H -1.135 -1.411 -0.333  0.108
9 H -1.313 0.121 0.470  0.102
10 H 1.129 0.191 1.007  0.060
11 H 1.383 -1.305 0.114  0.064
12 H 0.380 -1.302 1.640  0.076
13 H -2.462 1.427 -3.801  0.058
14 H -2.392 -0.227 -3.095  0.053
15 H -0.938 0.351 -4.054  0.063
16 O 2.416 4.763 1.700  -0.293
17 S 1.287 3.894 2.047  0.673
18 O 1.384 2.988 3.168  -0.289
19 O -0.131 4.638 2.037  -0.278
20 C -0.187 5.931 2.398  -0.297
21 C -1.746 6.038 2.725  -0.041
22 C 0.826 2.810 0.535  -0.086
23 H 0.098 6.609 1.593  0.123
24 H 0.323 6.173 3.330  0.125
25 H -1.947 5.384 3.574  0.076
26 H -2.349 5.776 1.855  0.062
27 H -2.060 7.002 3.124  0.070
28 H 0.414 3.444 -0.250  0.040
29 H 0.076 2.120 0.922  0.043
30 H 1.669 2.185 0.239  0.059
31 C 3.549 0.530 -3.824  -0.060
32 C 3.338 0.098 -2.381  -0.166
33 O 2.412 -1.075 -2.241  -0.036
34 C 2.874 -2.384 -2.292  -0.324
35 O 4.014 -2.600 -2.598  0.165
36 C 1.874 -3.546 -2.056  -0.556
37 F 0.581 -3.260 -2.248  0.163
38 F 2.192 -4.577 -2.766  0.213
39 F 2.076 -3.993 -0.780  0.131
40 H 3.961 1.538 -3.771  0.086
41 H 2.646 0.265 -4.374  0.084
42 H 4.338 -0.036 -4.320  0.073
43 H 2.886 0.949 -1.872  0.107
44 H 4.261 -0.103 -1.838  0.123
45 C -3.785 -3.841 -0.982  -0.065
46 C -2.454 -4.471 -0.567  -0.200
47 O -2.685 -5.901 -0.515  -0.004
48 C -1.564 -6.703 -0.757  -0.266
49 O -0.495 -6.208 -1.138  0.125
50 C -1.723 -8.178 -0.359  -0.565
51 F -1.856 -9.022 -1.412  0.152
52 F -0.673 -8.555 0.337  0.195
53 F -2.795 -8.359 0.400  0.173
54 H -4.602 -3.874 -0.261  0.078
55 H -4.169 -4.229 -1.925  0.082
56 H -3.571 -2.775 -1.056  0.063
57 H -2.283 -4.135 0.456  0.127
58 H -1.697 -4.168 -1.290  0.105
59 C 2.753 -5.795 7.210  -0.053
60 C 2.299 -6.315 5.842  -0.215
61 O 2.028 -5.152 5.104  0.003
62 C 1.573 -5.281 3.842  -0.335
63 O 1.344 -6.338 3.299  0.158
64 C 1.268 -3.902 3.149  -0.579
65 F 0.010 -3.867 2.797  0.183
66 F 1.448 -2.818 3.976  0.124
67 F 1.989 -3.691 2.103  0.209
68 H 3.298 -4.851 7.199  0.084
69 H 3.210 -6.538 7.864  0.079
70 H 1.807 -5.557 7.696  0.073
71 H 1.438 -6.984 5.860  0.134
72 H 3.150 -6.750 5.318  0.129
73 C -1.959 5.025 -2.366  -0.054
74 C -2.602 6.301 -1.806  -0.161
75 O -1.665 7.375 -2.066  -0.009
76 C -1.809 8.294 -3.056  -0.302
77 O -2.893 8.523 -3.638  0.105
78 C -0.553 9.172 -3.329  -0.616
79 F 0.528 8.434 -3.240  0.189
80 F -0.647 9.691 -4.548  0.185
81 F -0.524 10.049 -2.365  0.207
82 H -1.161 4.692 -1.703  0.053
83 H -1.446 5.159 -3.319  0.089
84 H -2.703 4.229 -2.343  0.076
85 H -2.637 6.112 -0.733  0.110
86 H -3.561 6.674 -2.166  0.121

As for the orbital gap: 0.4065 Ha. The value obtained for the energy above the lowest of the compared OMol25 structures with the same formula, charge and spin is 66.83 kcal per mole. Its SMILES is CCOC(=O)C(F)(F)F.CCOC(=O)C(F)(F)F.CCOC(=O)C(F)(F)F.CCOC(=O)C(F)(F)F.CCOS(C)(=O)=O.CCOS(C)(=O)=O. The net charge is 0. The calculation puts the calculated total energy at -106340.238 eV. As for the multiplicity: 1.


Number 1: LUMO level 0.980 eV. Number 2: LUMO level 1.149 eV. Number 3: LUMO level 5.442 eV. Number 4: LUMO level 4.434 eV. Number 5: LUMO level 0.117 eV.